A molecular structure, C35H34CoN8O in a non-equilibrium geometry, computed with ωB97M-V/def2-TZVPD.

Its spin multiplicity is 2. Its total energy is -3249.7721 Ha. The value obtained for the molar mass is 641.6 g/mol. The relative energy (zero: lowest compared OMol25 entry of this formula, charge and spin) comes out at 75.5 kJ/mol. Its net charge is +2. As for the orbital gap (spin up / spin down): 8.2568 / 8.2722 eV.

Positions of all 79 atoms, in Å:
1 Co 0.4382 -0.0769 1.0719
2 C 1.7602 -0.9206 3.5789
3 N 0.3945 -0.4502 3.2336
4 C -0.5865 -1.5273 3.4722
5 C -0.3792 -2.6371 2.4621
6 C -0.6165 -3.9673 2.7503
7 C -0.3674 -4.9144 1.7663
8 C 0.1205 -4.4983 0.5375
9 C 0.3167 -3.1468 0.3265
10 N 0.0605 -2.2317 1.2685
11 C 0.0330 0.7843 3.9375
12 C 0.6096 2.0106 3.2595
13 C 0.5869 3.2447 3.8914
14 C 1.0790 4.3510 3.2205
15 C 1.6042 4.1864 1.9448
16 C 1.5862 2.9257 1.3904
17 N 1.0797 1.8550 2.0238
18 C 2.7750 -0.7147 2.4832
19 C 4.1280 -0.8580 2.7326
20 C 5.0250 -0.7345 1.6840
21 C 4.5482 -0.4603 0.4098
22 C 3.1903 -0.3222 0.2340
23 N 2.3268 -0.4514 1.2524
24 H 1.7229 -1.9946 3.7663
25 H 2.1084 -0.4563 4.5018
26 H -1.5878 -1.1117 3.3482
27 H -0.5155 -1.9225 4.4888
28 H -0.9814 -4.2569 3.7288
29 H -0.5411 -5.9651 1.9641
30 H 0.3561 -5.2088 -0.2438
31 H 0.6914 -2.7650 -0.6166
32 H 0.3605 0.7595 4.9786
33 H -1.0524 0.8751 3.9570
34 H 0.1828 3.3332 4.8953
35 H 1.0608 5.3286 3.6876
36 H 2.0210 5.0186 1.3924
37 H 1.9996 2.7498 0.4024
38 H 4.4716 -1.0721 3.7392
39 H 6.0868 -0.8523 1.8599
40 H 5.2170 -0.3584 -0.4357
41 H 2.7540 -0.1210 -0.7383
42 C -2.5114 -0.5707 -4.8205
43 N -2.1322 -0.7702 -3.4230
44 N -0.8932 -0.4071 -2.9463
45 C -0.8520 -0.6099 -1.5959
46 O 0.2075 -0.3504 -0.9471
47 C -2.1228 -1.1246 -1.2368
48 C -2.8742 -1.1995 -2.3951
49 C -4.2957 -1.6176 -2.5761
50 C 0.1791 -0.0136 -3.8131
51 C 0.6982 1.2665 -3.7108
52 C 1.7269 1.6519 -4.5592
53 C 2.2202 0.7590 -5.5031
54 C 1.6991 -0.5271 -5.5874
55 C 0.6761 -0.9195 -4.7363
56 H -2.0587 0.3413 -5.1975
57 H -3.5901 -0.4737 -4.8660
58 H -2.1993 -1.4048 -5.4442
59 H -2.4225 -1.4375 -0.2481
60 H -4.6645 -2.0639 -1.6552
61 H -4.4038 -2.3491 -3.3798
62 H -4.9270 -0.7591 -2.8161
63 H 0.2930 1.9594 -2.9842
64 H 2.1294 2.6559 -4.4919
65 H 3.0119 1.0665 -6.1760
66 H 2.0923 -1.2270 -6.3148
67 H 0.2735 -1.9265 -4.7838
68 N -1.7525 4.3076 -2.5278
69 C -1.9714 3.6603 -1.6015
70 C -2.2006 2.7817 -0.4764
71 C -3.4111 2.7315 0.2047
72 C -3.5476 1.8152 1.2290
73 C -2.4839 0.9861 1.5301
74 N -1.3063 1.0509 0.8964
75 C -1.1704 1.9401 -0.0887
76 H -4.2220 3.3959 -0.0699
77 H -4.4707 1.7347 1.7868
78 H -2.5758 0.2398 2.3096
79 H -0.2149 1.9812 -0.5915

These are the Löwdin partial charges, in e, on atoms 1 to 2:
1. Co 0.567
2. C -0.066


A molecular structure, C35H34IrN4OS3Te2 in a non-equilibrium geometry, computed with ωB97M-V/def2-TZVPD.

Its total energy is -3483.0703 Ha. The value obtained for the molar mass is 1070.3 g/mol. The relative energy (zero: lowest compared OMol25 entry of this formula, charge and spin) comes out at 166.2 kJ/mol. Its net charge is +1. As for the orbital gap (spin up / spin down): 5.2227 / 5.2233 eV.

Positions of all 80 atoms, in Å:
1 Ir 0.3044 0.1199 -0.0570
2 C 2.8788 0.1686 4.6808
3 S 1.0800 0.0277 4.5344
4 C 0.8715 0.4618 2.8760
5 S -0.6618 -0.0034 2.1152
6 N 1.7947 1.1111 2.2374
7 N 1.6180 1.2353 0.9174
8 C 2.2987 2.1106 0.2326
9 C 2.1103 2.0806 -1.1812
10 C 2.7835 2.9137 -2.0826
11 C 2.5388 2.8030 -3.4309
12 C 1.6151 1.8578 -3.8783
13 C 0.9718 1.0748 -2.9472
14 N 1.1991 1.1715 -1.6358
15 H 3.1202 0.0133 5.7293
16 H 3.1932 1.1565 4.3606
17 H 3.3392 -0.6008 4.0659
18 H 2.9606 2.8047 0.7314
19 H 3.4785 3.6435 -1.6909
20 H 3.0585 3.4299 -4.1420
21 H 1.4040 1.7381 -4.9302
22 H 0.2529 0.3268 -3.2522
23 C -2.8265 -6.9104 -5.5697
24 C -2.5787 -5.8946 -4.4927
25 C -3.5861 -5.5226 -3.6154
26 C -3.3583 -4.6487 -2.5570
27 C -4.4679 -4.2994 -1.6100
28 C -2.0753 -4.1220 -2.4252
29 Te -1.3937 -3.0070 -0.7097
30 N -1.0587 -1.0262 -1.0812
31 C -2.1345 -0.5729 -1.7411
32 O -3.0563 -1.3432 -2.0694
33 C -2.1368 0.8756 -2.0583
34 C -2.3859 1.3039 -3.3567
35 C -2.2931 2.6513 -3.6686
36 C -1.9516 3.5749 -2.6878
37 C -1.7460 3.1544 -1.3827
38 C -1.8365 1.8065 -1.0636
39 C -2.6179 -2.9304 1.0545
40 C -1.8653 -3.6076 2.0238
41 C -2.1744 -3.5199 3.3658
42 C -3.2557 -2.7418 3.7501
43 C -4.0442 -2.1397 2.7891
44 C -3.7621 -2.2157 1.4209
45 C -4.7510 -1.5783 0.4886
46 C -1.0273 -4.4768 -3.2846
47 C 0.3785 -3.9678 -3.0960
48 C -1.3076 -5.3556 -4.3202
49 H -3.8902 -7.0938 -5.7049
50 H -2.3524 -7.8552 -5.2976
51 H -2.3982 -6.5888 -6.5186
52 H -4.5806 -5.9356 -3.7381
53 H -5.3071 -4.9806 -1.7351
54 H -4.8124 -3.2847 -1.8122
55 H -4.1285 -4.3463 -0.5753
56 H -2.6454 0.5733 -4.1122
57 H -2.4947 2.9849 -4.6777
58 H -1.8723 4.6237 -2.9402
59 H -1.5286 3.8713 -0.6019
60 H -1.7675 1.4989 -0.0210
61 H -1.0191 -4.2098 1.7122
62 H -1.5684 -4.0405 4.0941
63 H -3.4893 -2.6128 4.7983
64 H -4.9148 -1.5699 3.0910
65 H -5.0198 -0.5856 0.8512
66 H -5.6657 -2.1754 0.4798
67 H -4.3835 -1.4978 -0.5247
68 H 0.4108 -2.8766 -3.0341
69 H 1.0067 -4.2714 -3.9319
70 H 0.8208 -4.3797 -2.1871
71 H -0.5103 -5.6483 -4.9937
72 Te 1.4102 -2.2531 0.9430
73 C 2.7511 -3.0075 -0.4763
74 C 3.3071 -4.2544 -0.5329
75 C 4.2058 -4.4105 -1.6184
76 C 4.3211 -3.2832 -2.3694
77 S 3.3446 -2.0130 -1.7642
78 H 3.0826 -5.0333 0.1823
79 H 4.7425 -5.3225 -1.8314
80 H 4.9298 -3.1271 -3.2449

These are the Löwdin partial charges, in e, on atoms 1 to 2:
1. Ir 0.793
2. C -0.361


A molecular structure, C35H35As2ClCoN3O5S in a non-equilibrium geometry, computed with ωB97M-V/def2-TZVPD.

Its spin multiplicity is 4. Its total energy is -8607.9851 Ha. The value obtained for the molar mass is 854.0 g/mol. The relative energy (zero: lowest compared OMol25 entry of this formula, charge and spin) comes out at 17.2 kJ/mol. Its net charge is -1. As for the orbital gap (spin up / spin down): 6.9433 / 7.0705 eV.

Positions of all 83 atoms, in Å:
1 Co 2.4049 -0.1308 0.6201
2 Cl -0.2536 5.6688 4.4421
3 C 0.3284 4.1972 3.6738
4 C 0.4789 3.1166 4.5618
5 C 1.0327 1.9783 4.0997
6 C 1.3036 1.7768 2.7649
7 O 1.7637 0.6670 2.3994
8 C 1.1104 2.8622 1.8664
9 C 1.3607 2.7015 0.4434
10 N 1.6931 1.6664 -0.2075
11 C 1.9335 1.7792 -1.5839
12 C 1.2952 2.6551 -2.3845
13 C 1.6800 2.6883 -3.7549
14 C 2.6301 1.9143 -4.3280
15 C 3.3694 1.0296 -3.4892
16 C 4.3624 0.1501 -3.9529
17 C 5.0407 -0.6245 -3.0635
18 C 4.5724 -0.6263 -1.7175
19 N 3.5941 0.1271 -1.2943
20 C 2.9801 0.9447 -2.1483
21 C 0.6600 4.0905 2.3824
22 H 0.2060 3.1907 5.6037
23 H 1.1961 1.1131 4.7131
24 H 1.3862 3.7028 -0.0623
25 H 0.4426 3.2277 -2.1436
26 H 1.1312 3.3787 -4.4009
27 H 2.7435 1.9058 -5.3944
28 H 4.6390 0.0962 -5.0271
29 H 5.8180 -1.3399 -3.2913
30 H 5.1037 -1.1764 -1.0052
31 H 0.5660 4.9157 1.6813
32 C -1.0584 0.2982 -4.8353
33 As -0.6327 -0.3588 -2.9999
34 C -0.1458 -2.2495 -3.4108
35 C -2.4998 -0.5449 -2.5499
36 C -3.2637 -1.5476 -3.1765
37 C -4.6168 -1.7053 -2.8908
38 C -5.1860 -0.8028 -1.9760
39 C -4.4725 0.2338 -1.3988
40 C -3.0989 0.4045 -1.7073
41 As -1.8482 1.7849 -0.8866
42 C -1.9873 1.1829 0.9488
43 C -3.2910 3.1696 -0.7462
44 H -1.6873 -0.3699 -5.4356
45 H -0.1114 0.4680 -5.3352
46 H -1.5496 1.2735 -4.7926
47 H -0.6972 -2.8073 -4.1635
48 H -0.3227 -2.8663 -2.5375
49 H 0.9740 -2.2944 -3.6148
50 H -2.7684 -2.3053 -3.7855
51 H -5.2653 -2.4372 -3.3824
52 H -6.1908 -1.0207 -1.6638
53 H -4.9472 0.8795 -0.6588
54 H -3.0206 0.8935 1.1736
55 H -1.6634 1.9820 1.6066
56 H -1.3553 0.2970 1.0146
57 H -4.1702 2.7456 -0.2273
58 H -3.6022 3.4831 -1.7167
59 H -2.9713 4.0474 -0.1445
60 C -1.8204 -2.7175 6.1029
61 C -1.3820 -2.4706 4.6952
62 C -2.2781 -2.3993 3.6619
63 C -1.8187 -2.1829 2.3846
64 C -0.4460 -2.1219 2.1547
65 C 0.4707 -2.1882 3.1794
66 C -0.0158 -2.3157 4.4266
67 S 0.1480 -2.2653 0.4561
68 O -0.1674 -3.6660 0.1107
69 O -0.4409 -1.1220 -0.2501
70 N 1.7312 -2.0419 0.5107
71 C 2.7189 -3.0466 0.9610
72 C 3.8348 -2.2902 1.8074
73 O 4.3557 -2.9395 2.6955
74 O 3.9895 -1.0545 1.5526
75 H -1.9199 -1.7663 6.6618
76 H -1.1050 -3.3435 6.6199
77 H -2.7813 -3.2027 6.1844
78 H -3.3099 -2.5807 3.8535
79 H -2.4347 -2.2123 1.5003
80 H 1.5270 -2.0260 3.0147
81 H 0.6372 -2.1519 5.2589
82 H 3.1558 -3.5820 0.1523
83 H 2.2281 -3.7923 1.5944

These are the Löwdin partial charges, in e, on atoms 1 to 2:
1. Co 0.760
2. Cl 0.597


Question: Look up the net charge of the first one.
Answer: +2


Question: What is the net charge in the third record?
Answer: -1